Formula: C10H17NP
Source: the OMol25 dataset
Level of theory: ωB97M-V/def2-TZVPD

Positions of all 29 atoms, in Å:
C1 -2.372 -1.168 0.288
C2 -2.890 1.321 0.338
C3 -3.130 -0.141 -0.036
C4 -0.951 -1.017 0.807
C5 3.216 1.248 -0.039
C6 3.493 -0.225 -0.042
C7 1.783 1.490 -0.357
C8 2.022 -0.795 0.037
C9 -0.300 0.034 -0.150
C10 -4.470 -0.273 -0.717
N1 1.068 0.314 0.213
P1 -1.420 2.066 0.107
H1 -2.744 -2.126 0.192
H2 -3.720 1.731 0.772
H3 -0.946 -0.552 1.753
H4 -0.367 -1.951 0.895
H5 3.289 1.688 1.002
H6 3.928 1.903 -0.715
H7 3.898 -0.406 -1.010
H8 4.211 -0.438 0.857
H9 1.574 2.384 0.051
H10 1.357 1.533 -1.431
H11 1.764 -1.186 -0.995
H12 1.923 -1.587 0.900
H13 -0.454 -0.277 -1.221
H14 -4.565 0.636 -1.361
H15 -5.235 -0.400 0.143
H16 -4.677 -1.239 -1.278
H17 0.896 0.410 1.258

Its HOMO-LUMO gap is 8.48 eV. Its energy above the lowest of the compared OMol25 structures with the same formula, charge and spin is 294.2 kJ/mol. The net charge is +1. As for the spin multiplicity: 1. For the HOMO energy, the calculation gives -12.18 eV.

Formula: C5H8N2O
Source: the OMol25 dataset
Level of theory: ωB97M-V/def2-TZVPD

Positions of all 16 atoms, in Å:
C1 -2.140 -0.939 0.144
C2 0.031 0.013 -0.244
C3 1.955 -0.724 -0.066
C4 2.171 0.753 0.019
C5 0.909 1.284 -0.139
H1 -1.433 -1.842 0.081
H2 -3.210 -1.049 -0.212
H3 -2.049 -0.819 1.323
H4 -2.723 1.517 -0.430
H5 2.479 -1.280 0.872
H6 2.781 -0.976 -0.838
H7 2.954 1.408 0.270
H8 0.712 2.386 0.084
N1 -1.290 0.075 -0.602
N2 0.621 -1.117 -0.297
O1 -1.769 1.309 0.035

Its HOMO-LUMO gap is 9.86 eV. Its energy above the lowest of the compared OMol25 structures with the same formula, charge and spin is 462.1 kJ/mol. The net charge is 0. The SMILES is CN(O)C1=NCC=C1. As for the spin multiplicity: 1. For the HOMO energy, the calculation gives -9.12 eV.

Formula: C22H32AsN2NiO7S3
Source: the OMol25 dataset
Level of theory: ωB97M-V/def2-TZVPD

Positions of all 68 atoms, in Å:
Ni1 -1.192 -2.024 -0.046
N1 -2.606 -0.287 1.930
C1 -3.379 0.404 0.893
C2 -3.588 -0.282 -0.457
O1 -4.678 -0.083 -1.012
N2 -2.564 -0.989 -0.950
C3 -2.815 -1.756 -2.172
C4 -2.820 -3.254 -1.840
O2 -3.235 -4.050 -2.677
O3 -2.343 -3.537 -0.658
H1 -2.988 -1.208 2.101
H2 -1.640 -0.395 1.663
H3 -2.875 1.351 0.686
H4 -4.373 0.613 1.280
H5 -1.995 -1.636 -2.886
H6 -3.762 -1.500 -2.626
C5 6.004 -0.457 2.483
C6 4.848 -1.107 1.765
C7 4.456 -0.655 0.507
C8 3.370 -1.217 -0.141
C9 2.658 -2.237 0.474
C10 3.045 -2.719 1.715
C11 4.142 -2.155 2.349
S1 1.224 -2.911 -0.313
O4 0.636 -1.832 -1.147
O5 1.685 -4.048 -1.051
O6 0.252 -3.196 0.773
H7 5.891 0.629 2.492
H8 6.951 -0.689 1.989
H9 6.068 -0.801 3.515
H10 5.003 0.155 0.036
H11 3.049 -0.861 -1.113
H12 2.464 -3.503 2.187
H13 4.442 -2.517 3.327
C12 -1.074 0.586 4.981
As1 -0.005 1.319 3.548
C13 1.421 2.259 4.468
C14 -1.120 2.765 2.937
S2 0.878 -0.109 2.304
H14 -1.228 1.344 5.750
H15 -0.579 -0.287 5.402
H16 -2.022 0.295 4.535
H17 1.086 2.674 5.418
H18 1.771 3.060 3.818
H19 2.233 1.554 4.626
H20 -2.102 2.357 2.709
H21 -0.698 3.206 2.039
H22 -1.184 3.490 3.751
C15 -2.620 0.742 -6.219
C16 -1.890 0.891 -4.909
C17 -2.366 1.744 -3.918
C18 -1.730 1.839 -2.688
C19 -0.610 1.069 -2.438
C20 -0.115 0.210 -3.414
C21 -0.751 0.136 -4.643
S3 0.125 1.149 -0.788
C22 1.621 1.960 -1.415
O7 -0.620 2.238 -0.073
H23 -3.235 1.617 -6.431
H24 -3.281 -0.129 -6.184
H25 -1.924 0.598 -7.047
H26 -3.266 2.323 -4.101
H27 -2.102 2.495 -1.908
H28 0.733 -0.430 -3.201
H29 -0.377 -0.551 -5.396
H30 1.303 2.883 -1.898
H31 2.115 1.295 -2.126
H32 2.275 2.160 -0.563

Its HOMO-LUMO gap (spin up / spin down) is 7.03 / 7.02 eV. Its energy above the lowest of the compared OMol25 structures with the same formula, charge and spin is 155.5 kJ/mol. The net charge is -1. As for the spin multiplicity: 3. For the HOMO energy (spin up / spin down), the calculation gives -4.89 / -4.88 eV.

Formula: C36H93O33P7
Source: the OMol25 dataset
Level of theory: ωB97M-V/def2-TZVPD

Positions of all 169 atoms, in Å:
C1 8.305 -0.709 -3.242
O1 7.045 -0.622 -2.489
P1 5.836 -0.084 -3.385
O2 6.166 1.186 -3.992
O3 5.520 -1.135 -4.501
C2 5.192 -2.455 -4.135
O4 4.629 -0.220 -2.394
C3 4.575 0.686 -1.182
H1 8.270 -1.481 -4.029
H2 9.120 -0.872 -2.545
H3 8.406 0.324 -3.622
H4 4.435 -2.476 -3.354
H5 6.105 -2.989 -3.722
H6 4.829 -2.942 -5.076
H7 5.580 0.817 -0.786
H8 3.996 0.187 -0.447
H9 4.218 1.646 -1.552
C4 -1.353 -1.932 -3.302
O5 -0.701 -2.814 -4.189
P2 -0.849 -4.412 -3.894
O6 -2.206 -4.871 -3.506
O7 0.178 -4.645 -2.722
C5 1.609 -4.733 -2.774
O8 -0.191 -5.140 -5.089
C6 -1.011 -5.593 -6.227
H10 -1.861 -1.148 -3.914
H11 -0.663 -1.498 -2.631
H12 -2.070 -2.367 -2.609
H13 1.997 -4.230 -1.891
H14 1.906 -4.233 -3.667
H15 1.838 -5.783 -2.693
H16 -1.666 -6.383 -5.908
H17 -0.287 -5.916 -6.960
H18 -1.581 -4.749 -6.567
C7 -7.807 -0.522 -1.491
O9 -6.677 -1.356 -1.812
P3 -5.342 -0.914 -1.179
O10 -5.381 -0.769 0.260
O11 -4.819 0.418 -1.797
C8 -4.334 0.714 -3.044
O12 -4.430 -2.016 -1.896
C9 -4.673 -3.415 -1.684
H19 -7.664 0.428 -2.026
H20 -7.840 -0.239 -0.431
H21 -8.829 -1.052 -1.602
H22 -4.978 1.411 -3.547
H23 -4.389 -0.169 -3.642
H24 -3.299 1.077 -3.038
H25 -4.396 -3.723 -0.685
H26 -4.027 -3.978 -2.356
H27 -5.748 -3.609 -1.808
C10 5.723 4.295 -1.556
O13 4.877 5.161 -0.755
P4 4.576 4.734 0.721
O14 4.701 3.347 1.156
O15 5.545 5.721 1.436
C11 5.652 5.782 2.827
O16 3.169 5.356 1.105
C12 2.021 4.496 0.930
H28 6.592 4.890 -1.847
H29 5.133 4.001 -2.453
H30 5.994 3.408 -0.998
H31 5.120 4.941 3.324
H32 5.089 6.656 3.168
H33 6.640 5.850 3.193
H34 2.389 3.480 0.940
H35 1.497 4.714 0.014
H36 1.341 4.663 1.795
C13 1.648 -0.802 -1.698
O17 0.673 -0.840 -0.680
P5 0.596 0.418 0.280
O18 1.794 1.113 0.523
O19 -0.508 1.400 -0.337
C14 -1.890 1.028 -0.615
O20 -0.085 -0.260 1.521
C15 0.590 -0.099 2.766
H37 2.574 -1.289 -1.386
H38 1.919 0.208 -1.963
H39 1.296 -1.311 -2.588
H40 -2.348 1.971 -0.913
H41 -2.383 0.727 0.344
H42 -1.939 0.193 -1.371
H43 1.446 -0.749 2.731
H44 -0.179 -0.393 3.511
H45 0.839 0.925 2.936
C16 -3.901 4.292 -1.438
O21 -4.842 5.216 -0.990
P6 -6.140 4.674 -0.253
O22 -6.988 3.710 -1.018
O23 -5.526 4.110 1.082
C17 -5.536 2.715 1.424
O24 -6.791 6.052 0.215
C18 -7.627 6.089 1.367
H46 -4.446 3.597 -2.101
H47 -3.254 3.861 -0.671
H48 -3.227 4.899 -2.060
H49 -5.246 2.624 2.465
H50 -4.706 2.165 0.913
H51 -6.478 2.226 1.307
H52 -7.796 5.080 1.824
H53 -8.579 6.520 1.104
H54 -7.169 6.731 2.124
C19 3.539 -5.919 0.819
O25 3.472 -4.785 1.717
P7 3.047 -3.267 1.253
O26 3.005 -2.346 2.413
O27 4.035 -2.960 0.058
C20 5.416 -2.470 0.289
O28 1.708 -3.517 0.490
C21 0.560 -3.946 1.234
H55 4.584 -6.099 0.549
H56 3.017 -5.731 -0.107
H57 3.117 -6.859 1.286
H58 5.870 -2.149 -0.617
H59 6.050 -3.208 0.820
H60 5.331 -1.564 0.939
H61 0.128 -4.701 0.623
H62 -0.102 -3.092 1.346
H63 0.814 -4.212 2.238
C22 3.763 1.528 3.817
C23 2.512 1.511 4.726
O29 1.801 2.467 4.732
C24 2.251 0.231 5.449
H64 4.481 2.311 4.063
H65 3.438 1.826 2.809
H66 4.263 0.560 3.725
H67 3.084 -0.190 5.986
H68 2.145 -0.624 4.757
H69 1.275 0.178 5.978
C25 -4.841 -0.122 3.891
C26 -4.101 -1.444 3.874
O30 -4.372 -2.336 4.654
C27 -3.049 -1.547 2.786
H70 -5.063 0.128 2.882
H71 -4.334 0.748 4.216
H72 -5.760 -0.188 4.443
H73 -3.543 -1.410 1.793
H74 -2.476 -2.439 2.847
H75 -2.466 -0.636 2.784
C28 1.173 3.082 -3.427
C29 0.659 1.728 -3.796
O31 -0.493 1.385 -3.558
C30 1.599 0.820 -4.583
H76 0.589 3.658 -2.703
H77 1.179 3.710 -4.354
H78 2.221 3.001 -3.041
H79 2.289 1.455 -5.203
H80 1.077 0.138 -5.228
H81 2.275 0.327 -3.821
C31 -0.803 -4.310 4.607
C32 -1.629 -5.151 3.692
O32 -1.106 -5.715 2.736
C33 -3.087 -5.349 4.071
H82 0.290 -4.425 4.517
H83 -1.055 -4.548 5.618
H84 -1.129 -3.280 4.332
H85 -3.669 -5.668 3.173
H86 -3.448 -4.389 4.544
H87 -3.147 -6.111 4.848
C34 -1.305 3.506 4.264
C35 -2.081 3.069 3.076
O33 -2.404 1.904 2.918
C36 -2.412 4.162 2.078
H88 -0.905 4.509 4.091
H89 -0.485 2.796 4.434
H90 -2.038 3.550 5.060
H91 -2.662 5.104 2.557
H92 -3.162 3.889 1.335
H93 -1.462 4.426 1.618

Its HOMO-LUMO gap is 9.57 eV. The net charge is 0. The SMILES is COP(=O)(OC)OC.COP(=O)(OC)OC.COP(=O)(OC)OC.COP(=O)(OC)OC.COP(=O)(OC)OC.COP(=O)(OC)OC.COP(=O)(OC)OC.CC(C)=O.CC(C)=O.CC(C)=O.CC(C)=O.CC(C)=O. As for the spin multiplicity: 1. For the HOMO energy, the calculation gives -9.18 eV.

Formula: C25H22AuF12N5O2
Source: the OMol25 dataset
Level of theory: ωB97M-V/def2-TZVPD

Positions of all 67 atoms, in Å:
Au1 -0.459 0.835 0.812
C1 4.816 -3.754 2.893
C2 4.006 -2.681 2.218
C3 4.587 -1.709 1.412
C4 3.795 -0.780 0.792
C5 2.375 -0.768 0.890
N1 1.679 0.119 0.172
C6 2.121 0.634 -0.986
C7 2.803 -0.203 -1.906
C8 3.293 0.248 -3.101
C9 3.121 1.577 -3.471
C10 3.679 2.093 -4.769
C11 2.392 2.400 -2.621
C12 1.874 1.978 -1.403
C13 1.016 2.934 -0.557
O1 -0.275 2.594 -0.374
C14 1.780 3.249 0.780
F1 1.122 4.136 1.557
F2 2.078 2.240 1.586
F3 2.982 3.842 0.526
C15 0.905 4.348 -1.221
F4 0.250 4.312 -2.394
F5 2.052 5.032 -1.479
F6 0.191 5.204 -0.471
C16 1.802 -1.676 1.830
C17 2.636 -2.612 2.427
C18 0.312 -1.696 2.223
O2 -0.366 -0.557 2.371
C19 -0.395 -2.682 1.229
F7 -0.401 -2.262 -0.036
F8 0.204 -3.908 1.180
F9 -1.671 -2.956 1.558
C20 0.109 -2.342 3.642
F10 0.946 -1.842 4.567
F11 -1.121 -2.096 4.110
F12 0.218 -3.696 3.777
H1 5.744 -3.940 2.353
H2 5.077 -3.470 3.917
H3 4.246 -4.680 2.938
H4 5.665 -1.690 1.267
H5 4.255 -0.020 0.174
H6 2.938 -1.237 -1.617
H7 3.828 -0.430 -3.758
H8 4.489 1.451 -5.110
H9 2.912 2.108 -5.548
H10 4.066 3.105 -4.657
H11 2.261 3.415 -2.958
H12 2.226 -3.359 3.087
C21 -5.885 2.838 0.260
C22 -5.744 2.521 -1.227
C23 -4.543 3.249 -1.826
C24 -5.630 1.001 -1.450
N2 -4.535 0.424 -0.735
C25 -3.224 0.264 -1.059
N3 -2.620 -0.310 -0.041
N4 -3.554 -0.500 0.884
N5 -4.683 -0.074 0.503
H13 -6.011 3.910 0.396
H14 -4.996 2.529 0.804
H15 -6.743 2.323 0.688
H16 -6.657 2.845 -1.749
H17 -3.618 2.957 -1.334
H18 -4.664 4.322 -1.700
H19 -4.457 3.035 -2.891
H20 -5.506 0.786 -2.518
H21 -6.538 0.505 -1.090
H22 -2.772 0.580 -1.974

Its HOMO-LUMO gap is 4.52 eV. The net charge is -2. As for the spin multiplicity: 1. For the HOMO energy, the calculation gives -0.38 eV.

Formula: C40H49BrF6N3O4PReSTe
Source: the OMol25 dataset
Level of theory: ωB97M-V/def2-TZVPD

Positions of all 107 atoms, in Å:
Re1 -0.692 0.414 0.710
O1 -0.049 3.367 3.704
C1 -1.218 3.277 4.413
C2 -1.445 4.118 5.497
C3 -2.599 4.011 6.250
C4 -3.554 3.055 5.928
C5 -3.336 2.234 4.839
C6 -2.177 2.328 4.067
C7 -2.059 1.341 2.937
O2 -1.247 1.755 1.852
N1 -1.535 0.067 3.454
N2 -0.641 -0.595 2.567
C8 -0.016 -1.567 3.135
C9 0.946 -2.515 2.639
Br1 1.834 -2.221 0.989
C10 1.291 -3.606 3.351
C11 0.651 -4.097 4.570
C12 1.462 -4.653 5.565
C13 0.904 -5.117 6.741
C14 -0.473 -5.068 6.924
C15 -1.292 -4.563 5.924
C16 -0.736 -4.080 4.751
H1 0.442 4.120 4.055
H2 -0.698 4.863 5.753
H3 -2.752 4.676 7.088
H4 -4.462 2.967 6.506
H5 -4.089 1.506 4.557
H6 -3.054 1.179 2.516
H7 -1.075 0.219 4.346
H8 -0.274 -1.739 4.177
H9 2.131 -4.187 2.985
H10 2.533 -4.708 5.415
H11 1.538 -5.532 7.512
H12 -0.910 -5.447 7.838
H13 -2.366 -4.565 6.050
H14 -1.384 -3.743 3.951
F1 -1.241 1.750 -0.859
P1 -3.085 1.784 -0.873
F2 -2.952 2.794 0.317
F3 -4.618 1.625 -0.695
F4 -2.796 0.475 0.331
F5 -2.996 0.621 -1.925
F6 -3.030 2.893 -1.958
C17 0.767 4.117 0.354
C18 1.957 3.466 1.040
S1 2.219 1.780 0.481
O3 1.187 0.877 1.252
C19 3.723 1.351 1.374
C20 3.623 1.437 2.887
H15 0.718 5.161 0.664
H16 -0.167 3.649 0.648
H17 0.869 4.091 -0.731
H18 1.873 3.456 2.125
H19 2.893 3.954 0.752
H20 4.484 2.016 0.957
H21 3.951 0.340 1.037
H22 3.585 2.465 3.240
H23 4.510 0.974 3.318
H24 2.748 0.902 3.252
C21 -2.202 -2.639 0.560
C22 -1.233 -2.308 -0.534
O4 -0.865 -3.185 -1.318
N3 -0.734 -1.042 -0.728
Te1 0.587 -1.476 -2.304
C23 -0.347 -1.926 -4.156
C24 0.604 -2.028 -5.182
C25 2.091 -1.861 -4.991
C26 0.149 -2.305 -6.466
C27 -1.196 -2.481 -6.749
C28 -1.669 -2.788 -8.140
C29 -2.100 -2.392 -5.698
C30 -1.712 -2.126 -4.391
C31 -2.790 -2.095 -3.346
C32 1.291 0.466 -2.784
C33 0.557 1.423 -3.499
C34 -0.859 1.228 -3.945
C35 1.197 2.599 -3.884
C36 2.545 2.818 -3.651
C37 3.225 4.067 -4.130
C38 3.268 1.822 -2.998
C39 2.672 0.651 -2.559
C40 3.557 -0.373 -1.894
H25 -3.091 -3.062 0.089
H26 -2.498 -1.796 1.175
H27 -1.759 -3.425 1.173
H28 2.458 -2.319 -4.067
H29 2.389 -0.811 -4.996
H30 2.620 -2.360 -5.801
H31 0.878 -2.392 -7.263
H32 -0.869 -2.673 -8.868
H33 -2.492 -2.133 -8.424
H34 -2.034 -3.815 -8.198
H35 -3.156 -2.537 -5.896
H36 -3.736 -1.803 -3.798
H37 -2.577 -1.392 -2.550
H38 -2.915 -3.086 -2.909
H39 -1.393 0.513 -3.333
H40 -0.874 0.857 -4.973
H41 -1.404 2.170 -3.924
H42 0.622 3.349 -4.414
H43 2.504 4.823 -4.434
H44 3.860 3.844 -4.989
H45 3.867 4.490 -3.357
H46 4.331 1.962 -2.836
H47 4.526 0.066 -1.661
H48 3.749 -1.232 -2.542
H49 3.134 -0.759 -0.965

Its HOMO-LUMO gap (spin up / spin down) is 6.47 / 6.49 eV. The net charge is +2. As for the spin multiplicity: 2. For the HOMO energy (spin up / spin down), the calculation gives -13.14 / -13.16 eV.